# 1
Below is a structure of composition C22H23F10IrN5S, with properties calculated with wB97M-V/def2-TZVPD.

The frontier orbital gap (alpha / beta) is 7.922 / 5.557 eV. The calculation puts the LUMO energy (alpha / beta) at -2.22 / -5.38 eV. As for the HOMO energy (alpha / beta): -10.1 / -10.9 eV. The net charge is +1. Its expectation value of S² is 6.05. The spin multiplicity is 5. The strongest force on any atom comes out at 0.722 eV/A.

Last column: Mulliken charge in e.
Cartesian coordinates (Å):
Ir (0.62, -0.38, 0.95)  0.61
S (-1.37, 1.01, 0.33)  -0.42
F (1.58, 1.95, -0.38)  -0.39
F (-1.64, -2.11, -0.40)  -0.56
F (0.67, 3.60, 3.97)  -0.29
F (1.07, 4.33, -1.38)  -0.29
F (0.24, 5.98, 2.94)  -0.27
F (2.67, -3.86, -1.25)  -0.31
F (1.76, -4.92, -3.50)  -0.29
F (-2.48, -3.05, -2.72)  -0.39
F (-0.80, -4.51, -4.30)  -0.30
F (0.38, 6.38, 0.27)  -0.27
N (-0.78, 0.35, -2.19)  0.29
N (2.15, -1.15, 2.72)  0.68
N (0.98, -2.34, 0.51)  0.06
N (1.25, 1.32, 2.25)  0.15
N (-3.00, 0.28, -1.64)  -0.02
C (0.98, 4.15, -0.07)  0.31
C (3.57, -0.82, 2.58)  -1.21
C (1.55, 1.03, 3.64)  -0.79
C (-4.17, 0.33, -0.75)  -0.82
C (1.92, -2.60, 2.72)  -1.15
C (-1.21, -3.27, -2.35)  0.03
C (-0.75, -2.75, -1.16)  0.25
C (1.96, -3.09, 1.30)  -0.49
C (-0.98, 0.06, -3.61)  -0.84
C (1.10, 2.61, 1.84)  -0.39
C (1.38, -3.68, -1.54)  1.03
C (0.79, 3.73, 2.66)  0.51
C (0.56, 4.98, 2.14)  0.21
C (1.21, 2.91, 0.46)  0.23
C (0.56, -2.91, -0.70)  -0.52
C (0.92, -4.22, -2.73)  -0.04
C (0.63, 5.20, 0.77)  0.64
C (1.55, -0.47, 3.86)  -1.24
C (-4.78, 1.72, -0.66)  -1.06
C (-0.37, -4.01, -3.15)  0.88
C (-1.75, 0.52, -1.29)  0.19
C (-1.35, 1.29, -4.42)  -1.15
H (2.52, 1.46, 3.89)  0.57
H (-1.45, 1.03, -5.48)  0.41
H (4.01, -1.41, 1.77)  0.33
H (0.82, 1.48, 4.32)  0.52
H (-2.29, 1.73, -4.09)  0.26
H (1.73, -4.16, 1.28)  0.54
H (4.11, -1.04, 3.51)  0.35
H (0.14, 0.65, -1.90)  0.12
H (-0.58, 2.05, -4.34)  0.35
H (0.93, -2.80, 3.14)  0.32
H (0.52, -0.83, 3.95)  0.46
H (-4.89, -0.38, -1.16)  0.49
H (2.07, -0.70, 4.80)  0.34
H (-1.73, -0.73, -3.71)  0.31
H (3.70, 0.23, 2.33)  0.22
H (-0.04, -0.36, -3.97)  0.50
H (-4.08, 2.41, -0.18)  0.28
H (2.97, -2.99, 0.90)  0.35
H (-3.87, -0.03, 0.22)  0.39
H (2.67, -3.12, 3.33)  0.37
H (-5.02, 2.11, -1.65)  0.32
H (-5.69, 1.69, -0.07)  0.39
H (-3.19, 0.10, -2.61)  0.27



# 2
Below is a cluster of 3 separate species, C23H61B2N7O5P2 in total at a distorted geometry, with properties calculated with wB97M-V/def2-TZVPD.

The frontier orbital gap is 8.786 eV. The calculation puts the LUMO energy at 0.48 eV. As for the HOMO energy: -8.3 eV. The structure (SMILES) is CC(C)=NB(CB(O)O)OC[C@H](C)CC(C)C.CN(C)P(=O)(N(C)C)N(C)C.CN(C)P(=O)(N(C)C)N(C)C. The net charge is 0. The strongest force on any atom comes out at 5.842 eV/A.

Last column: Mulliken charge in e.
Cartesian coordinates (Å):
P (-3.46, 2.22, 0.94)  0.77
P (-0.87, -0.38, -5.50)  0.79
O (6.13, 0.31, 1.56)  -0.52
O (-2.40, 2.28, 1.98)  -0.89
O (3.85, -3.01, 2.83)  -0.42
O (-1.32, -0.96, -4.20)  -0.87
O (8.20, -0.70, 2.03)  -0.64
N (-4.83, 2.77, 1.83)  0.27
N (5.18, -1.67, 4.37)  -0.48
N (-0.63, 1.25, -5.11)  0.26
N (-2.36, -0.61, -6.37)  0.26
N (0.04, -0.47, -6.97)  0.02
N (-4.39, 1.29, -0.15)  0.16
N (-2.98, 3.43, -0.17)  0.12
C (-1.61, 3.34, -0.64)  -1.14
C (0.21, -0.85, 4.65)  1.03
C (1.47, -0.71, -6.68)  -1.01
C (-4.73, 2.58, 3.27)  -1.07
C (6.12, -2.23, 1.96)  -0.53
C (-5.48, 4.03, 1.52)  -1.11
C (-3.84, 3.96, -1.22)  -0.68
C (-3.16, 0.52, -6.79)  -1.10
C (-5.54, 0.54, 0.39)  -0.98
C (2.64, -2.25, 2.94)  -0.87
C (0.32, -2.20, 3.89)  -1.40
C (0.33, 1.42, -4.02)  -1.28
C (0.17, 0.28, 3.62)  -1.63
C (-0.37, -1.46, -7.99)  -0.95
C (-1.08, -0.81, 5.46)  -1.75
C (1.70, -2.87, 3.99)  0.84
C (-3.55, 0.30, -0.89)  -0.95
C (6.57, -0.50, 5.94)  -1.21
C (6.18, -1.74, 5.14)  0.77
C (7.03, -2.98, 5.31)  -1.26
C (-0.56, 2.36, -6.04)  -0.77
C (-3.20, -1.69, -5.88)  -1.07
C (1.53, -4.36, 3.64)  -1.62
B (5.02, -2.32, 3.10)  0.56
B (6.82, -0.84, 1.84)  0.59
H (-1.38, 0.21, 5.69)  0.42
H (-4.13, 3.36, 3.76)  0.32
H (2.06, -0.62, -7.59)  0.40
H (-3.18, -0.49, -0.23)  0.34
H (-5.74, 2.59, 3.70)  0.36
H (-3.37, 4.86, -1.62)  0.37
H (6.42, -3.84, 5.60)  0.32
H (-1.30, -1.17, -8.46)  0.27
H (0.01, 1.26, 4.07)  0.44
H (-2.70, 0.78, -1.36)  0.14
H (-5.93, -0.10, -0.40)  0.40
H (1.16, -4.45, 2.62)  0.33
H (-3.80, -1.40, -5.01)  0.28
H (2.46, -4.91, 3.76)  0.36
H (-0.45, -2.89, 4.24)  0.46
H (-6.27, 4.22, 2.25)  0.40
H (-3.43, 1.19, -5.95)  0.29
H (-0.47, -2.47, -7.58)  0.32
H (6.85, -3.04, 2.07)  0.20
H (1.65, -1.70, -6.25)  0.36
H (0.24, 0.61, -3.29)  0.39
H (-1.89, -1.28, 4.89)  0.37
H (0.09, -2.00, 2.84)  0.38
H (-6.34, 1.22, 0.67)  0.28
H (-3.89, -2.00, -6.68)  0.35
H (-1.40, 2.37, -6.73)  0.16
H (5.61, -2.44, 1.01)  0.19
H (0.17, 2.35, -3.47)  0.30
H (5.65, 0.00, 6.23)  0.33
H (-1.00, -1.36, 6.40)  0.37
H (-5.28, -0.08, 1.25)  0.33
H (7.21, -0.71, 6.79)  0.42
H (-1.50, 2.64, -1.48)  0.29
H (-4.14, -0.16, -1.68)  0.39
H (7.77, -2.81, 6.10)  0.40
H (0.40, -1.48, -8.77)  0.40
H (2.09, -2.74, 5.00)  0.20
H (-0.68, 0.09, 2.97)  0.34
H (7.07, 0.16, 5.23)  0.24
H (-2.65, 1.11, -7.56)  0.29
H (1.06, 0.28, 2.99)  0.28
H (7.60, -3.20, 4.41)  0.26
H (-4.81, 4.26, -0.85)  0.10
H (8.45, -1.26, 2.77)  0.31
H (-2.61, -2.56, -5.61)  0.34
H (2.86, -1.22, 3.22)  0.43
H (-3.99, 3.26, -2.05)  0.21
H (1.09, -0.76, 5.30)  0.35
H (-0.94, 3.01, 0.15)  0.28
H (2.10, -2.26, 1.99)  0.40
H (-4.79, 4.89, 1.53)  0.32
H (6.64, 1.05, 1.90)  0.28
H (0.36, 2.38, -6.63)  0.26
H (1.37, 1.43, -4.39)  0.33
H (-4.28, 1.62, 3.51)  0.32
H (-0.61, 3.29, -5.47)  0.35
H (0.81, -4.80, 4.33)  0.46
H (-4.08, 0.17, -7.25)  0.40
H (-5.98, 3.99, 0.55)  0.29
H (-1.26, 4.32, -0.97)  0.38
H (1.85, 0.03, -5.97)  0.24



# 3
Below is a structure of composition C6H12O at a distorted geometry, with properties calculated with wB97M-V/def2-TZVPD.

The frontier orbital gap is 9.778 eV. The calculation puts the LUMO energy at 1.07 eV. As for the HOMO energy: -8.7 eV. The net charge is 0. The strongest force on any atom comes out at 2.469 eV/A.

Last column: Mulliken charge in e.
Cartesian coordinates (Å):
O (1.27, -1.37, -0.43)  -0.42
C (2.46, 0.85, -0.54)  -1.01
C (-1.35, 1.14, 0.81)  -1.47
C (0.41, -0.55, 0.45)  0.06
C (1.63, -0.11, -0.15)  0.21
C (-1.87, -0.99, -0.47)  -1.53
C (-0.83, 0.07, -0.15)  0.69
H (-2.20, -1.50, 0.44)  0.34
H (0.32, -0.99, 1.45)  0.46
H (2.23, 1.86, -0.26)  0.25
H (-0.50, 0.56, -1.08)  0.26
H (-1.65, 0.69, 1.77)  0.35
H (-1.46, -1.74, -1.16)  0.35
H (2.75, -0.83, 1.41)  -0.01
H (-2.74, -0.53, -0.94)  0.41
H (2.95, -0.19, 1.02)  0.02
H (-2.22, 1.64, 0.38)  0.39
H (3.28, 0.62, -1.22)  0.30
H (-0.59, 1.90, 1.03)  0.34



# 4
Below is a cluster of 2 separate species, C6H14O in total at a distorted geometry, with properties calculated with wB97M-V/def2-TZVPD.

The frontier orbital gap is 9.571 eV. The calculation puts the LUMO energy at 0.90 eV. As for the HOMO energy: -8.7 eV. The structure (SMILES) is C/C=C(\C)CC.O. The net charge is 0. The strongest force on any atom comes out at 1.573 eV/A.

Last column: Mulliken charge in e.
Cartesian coordinates (Å):
O (-4.60, 1.11, 2.68)  -0.63
C (0.93, -0.14, -0.39)  0.79
C (2.15, 0.37, -0.28)  -0.44
C (2.56, 1.79, 0.06)  -1.17
C (0.68, -1.62, -0.54)  -0.47
C (-0.49, -1.97, -1.46)  -1.17
C (-0.33, 0.68, -0.12)  -1.33
H (-0.45, -1.34, -2.35)  0.32
H (3.40, 2.07, -0.58)  0.32
H (0.53, -2.06, 0.45)  0.28
H (-4.58, 0.78, 3.58)  0.32
H (-1.43, -1.89, -0.93)  0.28
H (-1.04, 0.06, 0.43)  0.31
H (-0.74, 0.93, -1.11)  0.28
H (-0.39, -3.01, -1.80)  0.37
H (2.99, -0.26, -0.54)  0.29
H (-5.39, 0.73, 2.29)  0.32
H (-0.12, 1.58, 0.45)  0.41
H (1.72, 2.47, 0.06)  0.33
H (3.00, 1.77, 1.07)  0.27
H (1.60, -2.06, -0.96)  0.34



# 5
Below is a cluster of 8 separate species, C21H49ClN7O7 in total at a distorted geometry, with properties calculated with wB97M-V/def2-TZVPD.

The frontier orbital gap is 9.205 eV. The calculation puts the LUMO energy at 2.30 eV. As for the HOMO energy: -6.9 eV. The net charge is -1. The strongest force on any atom comes out at 1.284 eV/A.

Last column: Mulliken charge in e.
Cartesian coordinates (Å):
Cl (0.44, 0.86, -0.10)  -0.84
O (-2.13, 5.31, -1.85)  -0.72
O (-1.58, -3.11, 0.89)  -0.70
O (3.06, -3.96, 1.08)  -0.75
O (4.12, 1.20, 3.79)  -0.73
O (-0.82, -0.89, 5.00)  -0.70
O (-5.32, 2.26, -0.18)  -0.73
O (0.15, -0.06, -4.24)  -0.62
N (-3.17, 1.73, 0.33)  0.39
N (-0.89, 3.41, -1.99)  0.20
N (1.94, -2.29, 0.02)  0.63
N (-0.99, -1.82, -0.83)  1.51
N (1.99, 0.36, -3.04)  0.40
N (2.11, 1.50, 2.81)  0.20
N (-1.37, -2.72, 3.76)  -0.08
C (1.32, 1.72, 4.00)  -0.97
C (2.13, -0.02, -5.50)  -1.31
C (-1.44, 4.46, -1.32)  0.87
C (2.18, -2.77, -1.32)  -0.63
C (2.00, -2.29, 2.42)  -0.11
C (-4.02, 1.11, -1.83)  -0.62
C (4.01, 1.07, 1.39)  -0.64
C (3.42, 0.53, -2.90)  -1.08
C (-1.18, -1.39, 3.94)  0.15
C (3.44, 1.28, 2.77)  0.74
C (-1.07, 4.59, 0.14)  -0.69
C (-4.24, 1.77, -0.48)  0.82
C (-3.10, 2.27, 1.69)  -1.18
C (-1.47, -0.52, 2.71)  0.02
C (-1.06, 3.21, -3.40)  -1.17
C (-0.82, -1.48, -2.24)  -1.30
C (-1.88, -4.07, -1.28)  -1.48
C (2.41, -2.93, 1.12)  0.73
C (1.37, 0.10, -4.20)  0.87
C (-1.52, -2.95, -0.32)  0.50
C (-1.12, -3.71, 4.76)  -1.05
H (-1.02, -4.75, -1.27)  0.27
H (3.64, 0.59, -1.83)  0.15
H (2.87, -2.20, 3.08)  0.45
H (-1.05, 2.14, -3.61)  0.30
H (1.96, 2.23, 4.72)  0.37
H (-1.47, -3.02, 2.80)  0.40
H (3.80, 1.42, -3.39)  0.37
H (1.46, 0.38, -2.18)  -0.21
H (-0.41, 5.47, 0.18)  0.41
H (1.57, 0.55, -6.24)  0.33
H (3.06, -2.34, -1.78)  0.27
H (-0.50, -0.38, 2.23)  -0.22
H (1.43, -1.43, 0.15)  -0.31
H (1.61, 1.41, 1.93)  -0.23
H (-2.00, 4.77, 0.67)  0.17
H (4.08, 0.01, 1.15)  0.10
H (-0.32, 3.70, -4.03)  0.30
H (-3.68, 1.60, 2.33)  0.41
H (-2.02, -3.77, -2.31)  0.35
H (5.02, 1.50, 1.40)  0.39
H (-0.06, -2.11, -2.70)  0.52
H (-0.42, 3.78, 0.47)  -0.07
H (1.59, -1.29, 2.31)  -0.29
H (-2.37, 1.19, 0.03)  -0.11
H (-4.98, 0.87, -2.28)  0.38
H (4.02, -0.33, -3.22)  0.41
H (-3.55, 3.25, 1.78)  0.42
H (1.35, -2.96, 2.97)  -0.16
H (3.16, 0.35, -5.54)  0.41
H (-2.08, 3.50, -3.65)  0.42
H (-0.54, -0.44, -2.33)  -0.12
H (-0.71, -1.16, -0.12)  -0.67
H (-2.21, -0.92, 2.03)  0.36
H (-3.46, 1.76, -2.51)  0.04
H (-3.40, 0.22, -1.73)  -0.05
H (-2.05, 2.29, 1.96)  0.24
H (0.46, 2.35, 3.80)  0.28
H (0.96, 0.79, 4.44)  0.24
H (-0.20, -4.27, 4.55)  0.31
H (-0.97, -3.25, 5.74)  0.36
H (-1.85, 0.40, 3.12)  0.23
H (2.16, -1.03, -5.90)  0.26
H (-2.78, -4.49, -0.84)  0.40
H (-1.73, -1.64, -2.81)  0.37
H (2.24, -3.85, -1.31)  0.40
H (1.30, -2.55, -1.94)  0.02
H (-1.92, -4.44, 4.89)  0.33
H (3.42, 1.57, 0.62)  0.11
H (-0.30, 2.77, -1.48)  0.02



# 6
Below is a structure of composition C2H5N3OS2 at a distorted geometry, with properties calculated with wB97M-V/def2-TZVPD.

The frontier orbital gap is 7.836 eV. The calculation puts the LUMO energy at -0.61 eV. As for the HOMO energy: -8.4 eV. The net charge is 0. The strongest force on any atom comes out at 5.791 eV/A.

Last column: Mulliken charge in e.
Cartesian coordinates (Å):
S (0.31, -0.74, -2.32)  -0.40
S (-2.02, -1.43, 1.10)  -0.17
O (-0.89, 1.22, 0.80)  -0.48
N (0.11, 0.66, -0.02)  0.14
N (-1.34, -1.30, -0.50)  -0.23
N (2.60, 0.88, -0.01)  -0.54
C (-0.30, -0.51, -0.79)  0.28
C (1.33, 1.43, 0.03)  0.00
H (-1.68, -1.88, -1.33)  0.28
H (3.38, 1.61, -0.06)  0.25
H (-0.67, 0.73, 1.77)  0.37
H (-1.72, -3.16, 1.23)  0.17
H (0.90, 2.48, 0.10)  0.33



ΔE to the lowest compared entry with this formula, charge and spin: 0.0, 0.0, 404.6, 95.3, 0.0, 527.1 (kJ/mol)
Molar mass: 771.73, 599.36, 100.16, 102.18, 547.12, 151.22 (g/mol)